ORCA calculation (wB97M-V/def2-TZVPD) on a cluster of 2 separate species, C21H25N3O5S in total at a distorted geometry.

Output
Relative energy (zero: lowest compared OMol25 entry of this formula, charge and spin) ... 479.5 kcal/mol
HOMO ... -0.308 Eh
Gap between HOMO and LUMO ... 7.54 eV
Energy ... -1753.22517 Ha
LUMO ... -0.8 eV

Geometry as ORCA input:
```
! RIJCOSX wB97M-V def2-TZVPD def2/J DEFGRID3
* xyz 0 1
C -0.6616 1.5621 -7.0152
H -1.4753 1.1183 -7.5263
H 0.1363 1.5907 -7.4604
H -1.0560 2.6679 -6.8105
O -0.5726 1.1955 -5.8425
C -0.0304 -0.2784 -5.9313
O 0.3052 -0.9176 -6.9920
C -0.0508 -0.8640 -4.5993
C -0.2181 -0.4592 -3.3225
C 0.2606 -1.5285 -2.4020
C 0.5237 -2.8091 -3.2857
N 0.3847 -2.2434 -4.6312
H 0.7870 -2.5033 -5.3869
C 1.1167 -4.0729 -2.8792
H 1.9150 -4.1391 -3.5625
H 0.5026 -4.8141 -3.1585
H 1.5799 -3.9301 -1.8560
C 0.2791 -1.6604 -1.0165
C 0.5871 -0.7438 -0.0336
C 1.6427 0.2782 -0.4832
O 1.9292 0.7799 -1.6187
C 2.0016 0.8580 0.7739
O 2.6152 1.8916 1.0555
N 1.4341 0.1738 1.7953
C 1.1580 0.6572 3.2186
H 1.2869 -0.2592 3.8975
H 2.5792 1.1706 3.3591
C 0.3046 1.5990 3.7327
N 0.4043 1.6594 5.0532
C 1.5128 2.3255 5.8067
H 1.1819 2.2398 6.8694
H 1.4870 3.4692 5.4174
H 2.3271 1.7394 5.5634
C -0.8823 2.4590 5.4858
H -0.9841 2.3387 6.5720
H -1.8784 1.6448 5.1647
H -1.1400 3.5106 5.2323
H -0.3446 1.2586 3.2936
H 0.7044 2.6339 3.2606
C 0.5263 -0.9642 1.2715
C -0.7356 -0.6897 1.8501
C -1.3922 -1.5155 2.7015
C -2.8421 -0.9097 2.8274
C -3.1610 0.0832 1.9228
S -2.0745 0.3760 0.8183
H -4.1994 0.5469 1.9910
H -3.4518 -1.2127 3.7553
H -0.9376 -1.8783 3.5589
H 0.7815 -1.7322 1.7930
O -0.4355 -2.8290 -0.5453
H -0.8713 -3.2861 -1.1030
C -0.7149 0.8319 -2.8012
H 0.0654 1.5798 -2.5698
H -1.2292 1.2376 -3.4834
H -0.9812 0.7633 -1.7252
*
```